Computed, not measured: one molecule with the formula C17H20N4O, with wB97M-V/def2-TZVPD.

SMILES: N#Cc1cccc(N2CCN([C@@H]3CN4CCC3CC4)C2=O)c1
Frontier orbital gap, eV: 8.9

The geometry in XYZ format:
```
42
Properties=species:S:1:pos:R:3:lowdin_charge:R:1
N -0.10781 -7.09622 -0.74586 0.16
C -0.48142 -6.24327 -1.41673 -0.17
C -0.57804 -4.94083 -1.99090 -0.28
C -0.86992 -4.72021 -3.30280 -0.05
C -0.82827 -3.50269 -3.84084 -0.07
C -0.78818 -2.43240 -3.00940 0.02
C -0.61414 -2.62688 -1.61026 -0.13
N -0.58159 -1.53531 -0.75400 0.00
C -1.43016 -1.43938 0.45952 -0.06
C -0.56948 -0.52529 1.36948 -0.10
N 0.10975 0.23812 0.35943 -0.03
C 0.79436 1.43278 0.54506 -0.26
C 1.73215 1.54376 1.82132 -0.04
N 1.63550 3.04508 2.19842 -0.14
C 1.83548 3.97503 1.04649 -0.13
C 0.65373 3.78214 -0.05743 -0.12
C -0.22176 2.59988 0.39352 -0.24
C -0.77223 2.94945 1.79488 -0.17
C 0.28288 3.25329 2.76675 -0.21
C 0.16595 -0.41540 -0.89567 -0.44
O 0.99338 -0.25769 -1.78588 0.08
C -0.38652 -3.99200 -1.08696 0.06
H -1.08342 -5.61161 -3.89226 0.13
H -0.99373 -3.40257 -4.82117 0.08
H -0.98672 -1.38829 -3.32605 0.14
H -2.40878 -0.92885 0.24522 0.14
H -1.57041 -2.39002 0.95982 0.11
H 0.22948 -1.04386 1.75057 0.10
H -1.17465 0.01393 2.12840 0.13
H 1.49220 1.54161 -0.28913 0.14
H 2.68806 1.21571 1.56622 0.09
H 1.49490 0.84285 2.64366 0.12
H 2.95355 3.66548 0.75669 0.15
H 1.98742 5.00212 1.25199 0.08
H 1.18174 3.60361 -1.02289 0.11
H 0.05341 4.63846 -0.29830 0.09
H -1.06411 2.50023 -0.35487 0.16
H -1.39023 2.11452 2.17983 0.10
H -1.40050 3.79291 1.50528 0.11
H 0.05574 2.63335 3.65768 0.12
H 0.16968 4.22027 3.15848 0.10
H -0.20731 -4.11181 -0.05726 0.12
```

---

Computed, not measured: C6H10O as an isolated structure, with wB97M-V/def2-TZVPD.

Frontier orbital gap, eV: 9.3

The geometry in XYZ format:
```
17
Properties=species:S:1:pos:R:3:lowdin_charge:R:1
C 1.63176 -0.60239 -0.37886 -0.08
C 0.66554 0.31437 0.34835 -0.35
C -0.05499 1.44150 -0.15523 -0.10
C -1.38652 0.73726 -0.14799 -0.22
O -1.63004 -0.35173 -1.05666 -0.07
C -1.31224 -1.34590 -0.06693 -0.15
C -0.68542 -0.28494 0.83684 -0.13
H 2.19851 -1.21482 0.33142 0.08
H 2.33903 -0.01236 -0.96819 0.07
H 1.09932 -1.27782 -1.05620 0.07
H 1.67606 1.30970 0.55368 0.13
H -0.05564 2.39860 0.35741 0.09
H 1.52898 1.94244 -0.33951 0.15
H -2.30173 1.29095 0.07572 0.14
H -0.67510 -2.14213 -0.46280 0.11
H -2.22589 -1.79020 0.34996 0.12
H -0.91070 -0.24997 1.90347 0.14
```

---

Computed, not measured: a 2-piece molecular cluster, C4H10O2 overall, with wB97M-V/def2-TZVPD.

SMILES: C=CCO.CO
Frontier orbital gap, eV: 11.1

The geometry in XYZ format:
```
16
Properties=species:S:1:pos:R:3:lowdin_charge:R:1
C -0.49243 -1.98358 -0.40546 0.00
C -0.78910 -0.84553 -1.03241 -0.18
C -1.79563 0.16458 -0.54281 -0.28
O -1.26384 1.46868 -0.50619 -0.08
H 0.23574 -2.68678 -0.80137 0.06
H -0.99288 -2.26668 0.52008 0.07
H -0.28006 -0.58037 -1.96043 0.11
H -2.64535 0.19802 -1.23506 0.12
H -2.18908 -0.15346 0.43721 0.12
H -0.54241 1.46053 0.15008 0.05
C 2.03645 1.10355 -0.03144 -0.14
O 1.05461 0.73577 0.92810 -0.14
H 2.71472 0.27134 -0.25677 0.08
H 1.57331 1.44858 -0.96531 0.08
H 2.62124 1.92205 0.39448 0.08
H 0.73782 -0.14698 0.68348 0.05
```

---

Computed, not measured: C34H50Br9N4O9 as an isolated structure, with wB97M-V/def2-TZVPD.

Net charge: -1
Frontier orbital gap, eV: 4.9

The geometry in XYZ format:
```
106
Properties=species:S:1:pos:R:3:lowdin_charge:R:1
C 15.59318 19.40559 22.95022 -0.05
C 14.92963 20.27173 23.94211 -0.18
N 15.24671 19.90248 25.31623 -0.02
C 14.82914 18.73351 25.89623 0.01
C 15.14306 18.77718 27.27945 0.04
N 15.85237 19.95140 27.52895 -0.08
C 15.85073 20.60822 26.35803 0.04
C 16.45893 20.27539 28.76580 -0.06
H 16.65285 19.65188 22.88281 0.07
H 15.13105 19.52495 21.97027 0.04
H 15.71459 18.35251 23.20393 0.07
H 13.85358 20.11263 23.87208 0.06
H 15.36909 21.26921 23.94176 0.12
H 14.31526 17.97399 25.32575 0.12
H 15.07073 18.05772 28.08167 0.12
H 16.32834 21.57673 26.37483 0.14
H 17.12171 19.49394 29.13748 0.07
H 15.65476 20.41724 29.48781 0.03
H 16.96986 21.23634 28.82601 0.05
C 17.98958 14.56315 29.82169 -0.11
C 17.20575 15.70896 29.21125 -0.65
C 17.29829 17.00094 30.07602 -0.09
O 17.36545 15.71134 27.81136 -0.34
H 17.79763 13.59035 29.36902 0.06
H 17.69207 14.29759 30.83612 0.05
H 19.06781 14.72179 29.84023 0.07
H 16.17560 15.35755 29.26964 0.08
H 18.10627 17.52724 29.56781 0.07
H 17.60082 16.77239 31.09795 0.06
H 16.35204 17.54189 30.06724 0.04
C 18.36851 23.18205 27.77953 -0.16
C 19.67883 23.90048 27.58326 -0.55
C 20.73563 22.90361 28.25930 -0.08
O 19.76198 24.15120 26.13389 -0.38
H 17.55282 23.72763 27.30508 0.06
H 18.06619 23.01009 28.81255 0.05
H 18.46574 22.20824 27.29959 0.06
H 19.58536 24.88194 28.04811 0.10
H 20.60681 21.94266 27.76123 0.06
H 20.80694 22.89011 29.34689 0.05
H 21.72190 23.31682 28.04806 0.05
C 16.56126 20.52357 32.47759 -1.31
Br 15.62663 22.10097 31.51791 0.51
Br 16.38736 20.86569 34.45105 0.50
Br 18.54227 20.49658 31.82383 0.48
H 16.16415 19.53563 32.24441 -0.03
C 11.10661 19.80929 21.12284 -1.50
Br 9.13321 19.79510 20.98935 0.51
Br 11.65484 17.91143 21.53112 0.50
Br 11.57180 20.96207 22.62994 0.59
H 11.56191 20.16606 20.19898 -0.08
C 14.56461 22.37866 18.80603 -1.40
Br 16.00845 22.53803 17.45217 0.58
Br 15.02688 23.50988 20.36706 0.58
Br 14.29325 20.44066 19.35746 0.58
H 13.63313 22.73549 18.36658 -0.03
C 17.04531 15.54273 22.86041 0.04
C 16.68994 15.44589 24.22003 0.00
C 15.38522 15.39092 24.63683 -0.35
C 14.34017 15.28778 23.72294 0.00
C 14.60379 15.54981 22.37083 -0.05
C 15.90842 15.71508 21.92849 -0.29
O 16.25155 16.11716 20.65444 -0.01
O 15.08317 15.39287 25.94618 0.02
H 18.04793 15.71449 22.49757 0.10
H 17.44286 15.40062 24.99299 0.12
H 13.29768 15.13379 23.95936 0.11
H 13.78284 15.60252 21.67107 0.08
H 15.53759 16.28801 20.03584 0.11
H 15.90919 15.63620 26.37054 0.06
C 12.49741 14.41023 29.83612 0.01
C 12.92750 15.04351 28.64820 -0.02
C 12.10166 15.21170 27.57980 -0.34
C 10.70829 14.87075 27.72471 0.01
C 10.30498 14.25737 28.88343 -0.06
C 11.14191 14.03093 29.90125 -0.37
O 10.70177 13.52409 31.07026 0.04
O 12.49750 15.68039 26.40508 0.04
H 13.23148 14.43170 30.62800 0.11
H 13.95184 15.38569 28.65357 0.10
H 10.04395 15.19683 26.93812 0.11
H 9.26658 14.01683 29.05741 0.12
H 11.37665 13.47103 31.75094 0.10
H 13.45547 15.69776 26.34521 0.04
C 19.27299 20.02630 21.84028 -0.02
C 18.69984 18.93481 21.15440 -0.02
C 17.97102 19.09930 19.94392 -0.31
C 17.83636 20.43053 19.48953 -0.06
C 18.49990 21.54060 20.12611 -0.03
C 19.13976 21.32211 21.33799 -0.29
O 19.63947 22.50732 21.95555 0.01
O 17.37149 18.10923 19.21856 0.02
H 19.72450 19.77422 22.78843 0.12
H 18.69650 17.89936 21.46137 0.10
H 17.46347 20.70185 18.51293 0.01
H 18.43147 22.47852 19.59504 0.09
H 19.95637 23.02884 21.21448 0.09
H 17.20360 17.27517 19.66325 0.05
C 16.44826 24.13771 24.56605 -0.77
O 15.38079 24.01014 23.97927 -0.03
N 17.51835 23.36454 24.57684 0.16
N 16.86431 25.25302 25.09101 0.16
H 18.26546 23.57127 25.22428 0.02
H 17.67696 22.62869 23.90344 0.10
H 16.22765 26.00153 25.32447 0.11
H 17.86839 25.26978 25.19891 0.09
```

---

Computed, not measured: a 2-piece molecular cluster, C4H16N2O overall, with wB97M-V/def2-TZVPD.

Net charge: +2
Frontier orbital gap, eV: 11.5

The geometry in XYZ format:
```
23
Properties=species:S:1:pos:R:3:lowdin_charge:R:1
C -0.87310 -0.15085 -2.09311 -0.01
C 0.00080 0.48336 -1.00169 -0.33
C 0.71276 -0.54485 -0.11439 -0.13
C -0.23706 -1.47407 0.59869 -0.13
N 0.19317 -1.79890 1.99805 0.22
N 0.98678 1.40709 -1.69130 0.24
H -0.30425 -0.53472 -2.94881 0.11
H -1.62343 0.54150 -2.48030 0.11
H -1.45274 -0.95120 -1.64311 0.09
H -0.62135 1.15288 -0.41511 0.14
H 1.46472 -1.05289 -0.71307 0.14
H 1.34052 0.02097 0.59270 0.13
H -0.35354 -2.43007 0.09982 0.15
H -1.25957 -1.10509 0.67532 0.15
H 1.20939 -1.86475 2.08154 0.18
H -0.24252 -2.66645 2.31665 0.19
H -0.10915 -1.10892 2.69529 0.18
H 0.43538 2.19608 -2.03190 0.19
H 1.68519 1.78175 -1.04492 0.18
H 1.49268 0.90414 -2.42103 0.18
H -0.16453 2.08802 2.84447 0.03
H -1.49303 2.81615 2.55740 0.07
O -0.78712 2.29080 2.13882 -0.07
```

---

- The highest frontier orbital gap belongs to which entry?
  C4H16N2O